Record 1
C16H30O7P | wB97M-V/def2-TZVPD

## Properties
**HOMO-LUMO gap**: 6.939 eV
**HOMO level**: -12.478 eV
**LUMO**: -5.5 eV

```
! wB97M-V def2-TZVPD RIJCOSX def2/J DEFGRID3
* xyz 1 1
C -4.875 0.729 1.413
C -4.369 1.656 2.032
P -3.459 2.797 3.143
C -3.482 4.484 2.417
C -3.194 4.795 1.048
C -1.757 2.210 3.635
C -1.150 1.083 2.689
C -0.320 1.714 1.487
O -1.001 1.745 0.231
C -1.339 0.431 -0.248
H -5.521 0.208 0.654
H -4.231 2.870 4.355
H -3.778 5.367 3.070
H -4.013 4.609 0.296
H -2.213 5.210 0.687
H -1.801 1.790 4.688
H -1.080 3.122 3.690
H -1.998 0.410 2.379
H -0.445 0.438 3.303
H 0.709 1.229 1.438
H -0.111 2.800 1.762
H -1.013 0.238 -1.315
H -0.939 -0.412 0.406
H -2.474 0.334 -0.177
C -1.413 -2.799 -2.104
C -0.033 -3.245 -1.662
O -0.122 -4.292 -0.690
C -0.354 -5.518 -1.184
O -0.480 -5.802 -2.347
O -0.442 -6.370 -0.154
C -0.761 -7.710 -0.535
H -2.027 -2.534 -1.238
H -1.346 -1.936 -2.769
H -1.935 -3.599 -2.632
H 0.483 -2.413 -1.179
H 0.581 -3.554 -2.511
H -0.076 -8.078 -1.299
H -1.793 -7.761 -0.888
H -0.664 -8.339 0.348
C 2.417 2.708 -0.549
C 2.705 2.372 -2.000
O 4.112 2.380 -2.255
C 4.770 1.275 -1.875
O 4.282 0.300 -1.357
O 6.068 1.449 -2.149
C 6.902 0.369 -1.726
H 2.902 3.645 -0.268
H 1.343 2.799 -0.381
H 2.807 1.936 0.118
H 2.266 3.136 -2.644
H 2.263 1.415 -2.286
H 6.539 -0.585 -2.109
H 6.960 0.349 -0.636
H 7.900 0.545 -2.124
*
```

Record 2
C7H13N3O | wB97M-V/def2-TZVPD

## Properties
**Relative energy (zero: lowest compared OMol25 entry of this formula, charge and spin)**: 60.4 kJ/mol
**HOMO-LUMO gap (spin up / spin down)**: 8.733 / 4.772 eV
**HOMO level (spin up / spin down)**: -12.635 / -12.615 eV
**LUMO (spin up / spin down)**: -3.9 / -7.8 eV

```
! wB97M-V def2-TZVPD RIJCOSX def2/J DEFGRID3
* xyz 1 2
C 1.424 1.133 0.787
C 2.704 1.829 0.240
C 1.411 -0.324 0.769
C 1.152 -1.159 -0.371
C 1.240 -2.322 1.447
N 1.447 -1.082 1.867
N 1.089 -2.395 0.081
H 1.367 1.501 1.806
H 0.601 1.527 0.188
H 2.883 2.716 0.836
H 0.969 -0.950 -1.414
H 1.213 -3.145 2.135
H 1.027 -3.251 -0.452
H 2.640 2.210 -0.782
H 3.642 1.268 0.204
C -2.215 -0.423 -0.146
C -3.337 0.205 -0.964
O -4.371 -0.392 -0.993
N -3.034 1.252 -1.770
H -2.585 -0.381 0.858
H -1.208 0.010 -0.124
H -3.775 1.778 -2.211
H -2.245 1.854 -1.600
H -2.040 -1.459 -0.391
*
```

Record 3
C41H42N2O25P | wB97M-V/def2-TZVPD

## Properties
**HOMO-LUMO gap**: 3.600 eV
**HOMO level**: -4.288 eV
**LUMO**: -0.7 eV

```
! wB97M-V def2-TZVPD RIJCOSX def2/J DEFGRID3
* xyz -1 1
C -2.699 0.147 8.519
C -1.327 -0.757 8.502
P -1.447 -2.296 7.401
C -0.293 -3.575 8.270
C -0.672 -2.062 5.685
O 0.567 -2.856 5.590
C -1.695 -2.780 4.616
O -2.566 -3.594 5.115
O -1.672 -2.519 3.244
N -0.508 -0.662 5.216
C 0.684 0.028 5.788
C 1.806 0.315 4.643
C 3.148 -0.486 5.056
N 4.310 0.449 4.748
C -1.756 0.140 5.275
C -2.090 0.577 3.728
O -2.436 2.001 3.615
C -3.763 2.180 3.142
O -4.159 3.395 3.000
H -2.363 1.223 8.231
H -3.145 0.172 9.585
H -3.455 -0.179 7.722
H -0.409 -0.091 8.331
H -1.231 -1.148 9.595
H -0.157 -4.533 7.660
H -0.611 -3.749 9.362
H 0.757 -3.069 8.315
H 0.871 -2.662 4.658
H 1.103 -0.589 6.679
H 0.437 1.071 6.246
H 2.019 1.459 4.620
H 1.420 -0.074 3.638
H 3.246 -1.365 4.306
H 3.181 -0.842 6.144
H 4.138 1.260 5.382
H 5.157 -0.076 5.035
H -1.685 1.124 5.859
H -2.687 -0.420 5.640
H -2.864 -0.109 3.231
H -1.112 0.442 3.114
H -4.525 1.350 2.912
C 3.218 1.132 0.735
C 4.359 1.014 1.422
C 5.684 1.071 0.740
O 6.708 0.978 1.399
C 5.701 1.233 -0.718
C 4.561 1.347 -1.404
C 3.237 1.318 -0.719
O 2.215 1.444 -1.376
O 4.565 1.496 -2.762
O 4.355 0.836 2.786
H 2.250 1.094 1.217
H 6.668 1.255 -1.203
H 3.615 1.559 -3.025
H 5.293 0.781 3.041
C -5.691 0.544 -0.825
C -6.144 0.810 -2.052
C -6.763 2.125 -2.382
O -7.149 2.339 -3.521
C -6.888 3.117 -1.309
C -6.438 2.850 -0.080
C -5.794 1.545 0.243
O -5.380 1.342 1.371
O -6.549 3.763 0.927
O -6.057 -0.112 -3.055
H -5.238 -0.405 -0.571
H -7.355 4.060 -1.559
H -6.147 3.337 1.715
H -6.451 0.320 -3.841
C 2.039 -1.677 -6.735
C 1.863 -0.735 -5.806
C 3.019 -0.003 -5.214
O 2.821 0.865 -4.381
C 4.367 -0.368 -5.663
C 4.543 -1.312 -6.590
C 3.386 -2.025 -7.201
O 3.582 -2.870 -8.059
O 5.792 -1.663 -7.015
O 0.617 -0.404 -5.361
H 1.209 -2.215 -7.174
H 5.199 0.159 -5.213
H 5.651 -2.362 -7.684
H 0.756 0.299 -4.695
C 9.498 2.111 -5.673
C 10.700 2.451 -5.203
C 11.126 2.085 -3.822
O 12.239 2.396 -3.432
C 10.171 1.359 -2.977
C 8.968 1.022 -3.446
C 8.552 1.364 -4.836
O 7.452 1.024 -5.238
O 8.069 0.349 -2.670
O 11.588 3.148 -5.970
H 9.177 2.368 -6.674
H 10.486 1.116 -1.971
H 7.280 0.223 -3.235
H 12.379 3.268 -5.407
C -10.932 -2.090 -4.386
C -10.112 -1.038 -4.420
C -9.016 -0.941 -5.426
O -8.298 0.045 -5.440
C -8.844 -2.054 -6.366
C -9.662 -3.108 -6.329
C -10.775 -3.192 -5.341
O -11.515 -4.162 -5.348
O -9.511 -4.151 -7.196
O -10.245 -0.007 -3.536
H -11.733 -2.173 -3.662
H -8.034 -1.979 -7.079
H -10.222 -4.783 -6.968
H -9.537 0.628 -3.768
*
```

What did the second record say?
C7H13N3O | wB97M-V/def2-TZVPD

## Properties
**Relative energy (zero: lowest compared OMol25 entry of this formula, charge and spin)**: 60.4 kJ/mol
**HOMO-LUMO gap (spin up / spin down)**: 8.733 / 4.772 eV
**HOMO level (spin up / spin down)**: -12.635 / -12.615 eV
**LUMO (spin up / spin down)**: -3.9 / -7.8 eV

```
! wB97M-V def2-TZVPD RIJCOSX def2/J DEFGRID3
* xyz 1 2
C 1.424 1.133 0.787
C 2.704 1.829 0.240
C 1.411 -0.324 0.769
C 1.152 -1.159 -0.371
C 1.240 -2.322 1.447
N 1.447 -1.082 1.867
N 1.089 -2.395 0.081
H 1.367 1.501 1.806
H 0.601 1.527 0.188
H 2.883 2.716 0.836
H 0.969 -0.950 -1.414
H 1.213 -3.145 2.135
H 1.027 -3.251 -0.452
H 2.640 2.210 -0.782
H 3.642 1.268 0.204
C -2.215 -0.423 -0.146
C -3.337 0.205 -0.964
O -4.371 -0.392 -0.993
N -3.034 1.252 -1.770
H -2.585 -0.381 0.858
H -1.208 0.010 -0.124
H -3.775 1.778 -2.211
H -2.245 1.854 -1.600
H -2.040 -1.459 -0.391
*
```